# C6H12O

A single C6H12O molecule (ωB97M-V/def2-TZVPD, the Open Molecules 2025 dataset).

Structure (XYZ):
```
19
Properties=species:S:1:pos:R:3:forces:R:3
C -1.084089 2.725648 0.290053 0.0 0.1 0.0
C -0.373371 1.889908 -0.772353 0.0 0.2 0.0
O -0.646995 0.565918 -0.372542 -0.1 -0.1 0.1
C -0.078685 -0.558349 -1.005791 0.1 -0.2 -0.1
C 0.848112 -1.262174 -0.041534 0.1 0.1 -0.1
C 0.735912 -2.744863 0.188795 0.1 -0.2 -0.1
C 0.232208 -1.782147 1.223803 -0.1 0.0 0.2
H -1.500665 3.660187 -0.093797 0.2 -0.1 0.0
H -1.905673 2.103195 0.653927 0.0 0.2 0.0
H -0.432377 2.943505 1.141047 -0.1 0.0 -0.1
H 0.707706 2.107372 -0.807315 -0.2 -0.2 0.0
H -0.778094 2.101925 -1.775360 0.0 -0.1 0.1
H -0.917602 -1.227261 -1.247903 0.2 0.0 0.0
H 0.424709 -0.309890 -1.951681 0.0 0.1 0.2
H 1.841984 -0.828366 0.049562 -0.1 -0.1 0.0
H 0.000234 -3.301303 -0.387413 0.1 0.1 0.1
H 1.645282 -3.298863 0.402632 -0.1 0.1 -0.1
H -0.842769 -1.660834 1.332298 0.2 0.0 -0.1
H 0.786309 -1.671930 2.151138 -0.1 0.0 -0.2
```
Positions in Å, forces in eV/Å.

Gap between HOMO and LUMO, eV: 10.7237
E_HOMO, eV: -9.5184
Net charge: 0
E_tot, hartree: -310.9943
SMILES string: CCOCC1CC1
Energy above the lowest of the compared OMol25 structures with the same formula, charge and spin, kJ/mol: 170.6



# C16H54F3N24O14

13 unconnected molecules or ions with the total composition C16H54F3N24O14 in a non-equilibrium geometry (ωB97M-V/def2-TZVPD, the Open Molecules 2025 dataset).

Structure (XYZ):
```
111
Properties=species:S:1:pos:R:3:forces:R:3
C 0.053223 0.078988 0.711465 -0.2 0.0 1.6
O -1.221443 -0.338652 0.183567 0.3 -1.4 0.0
O 0.294706 -0.623471 1.872453 0.4 1.1 -2.8
C 1.218416 -0.007259 -0.440387 -2.9 -3.1 2.3
F 1.324077 -1.332616 -0.787835 0.9 0.5 0.7
F 0.926644 0.544753 -1.590730 0.1 1.8 -1.1
F 2.359744 0.465799 0.057370 0.2 -0.3 -0.4
C -1.921472 0.443053 -0.741518 0.4 -0.1 -1.6
C -3.139574 -0.387289 -1.236574 0.1 1.0 1.5
H -3.780434 -0.319195 -0.357504 -0.7 -0.4 -0.1
H -3.672775 0.049683 -2.080886 0.2 0.1 0.0
H -2.949641 -1.449256 -1.392311 0.5 0.2 -0.2
H -1.297631 0.729958 -1.588048 0.1 -0.2 -0.2
H -2.150715 1.407767 -0.288897 -0.7 0.1 0.1
H -0.164292 1.129534 0.904184 0.7 0.8 0.0
C 5.176279 1.535435 1.233565 1.6 0.2 2.9
O 6.236152 1.234375 1.724495 1.5 -0.5 0.6
N 4.155986 2.022366 1.911494 -1.9 1.3 2.3
N 4.896802 1.548055 -0.011106 0.0 -0.3 -5.8
H 3.325800 2.159903 1.352960 -0.3 -0.1 1.1
H 4.164890 1.841632 2.905155 -0.5 0.0 -0.3
H 5.670787 1.303445 -0.612126 -0.6 -0.3 -0.4
H 3.925488 1.429464 -0.261285 0.8 -0.1 -0.7
C 0.707617 4.076199 -4.529390 4.3 2.4 -2.3
O 1.808534 4.259173 -5.034941 0.3 -0.1 -1.0
N -0.359413 4.778036 -4.743345 -2.9 2.2 -1.8
N 0.504116 3.313871 -3.549778 0.2 -5.1 5.0
H -1.128667 4.462092 -4.170180 0.1 1.0 -1.1
H -0.312975 5.519976 -5.427064 -0.6 -0.2 0.3
H 1.256567 2.700314 -3.271424 -0.3 0.1 0.1
H -0.378955 3.370697 -3.062893 0.3 -0.8 0.4
C -2.398693 4.505188 -2.320390 -1.2 -0.6 1.1
O -2.069002 3.343642 -2.449776 1.1 -1.7 -2.0
N -2.642258 4.949984 -1.132331 -0.7 2.2 2.5
N -2.750432 5.363303 -3.284134 -0.4 -0.2 -1.9
H -3.276182 5.734987 -1.177113 0.2 -0.1 1.3
H -2.460581 4.379770 -0.318728 0.0 0.2 0.1
H -2.672955 6.364641 -3.177321 0.0 -0.4 -0.3
H -2.770695 4.882552 -4.172151 -0.3 1.1 -0.3
C 3.091269 -1.148956 3.833446 0.2 -1.1 1.5
O 3.853723 -1.440709 4.697528 2.9 -1.0 2.8
N 2.540741 -2.023949 3.033262 -1.0 -0.8 -2.5
N 2.637068 0.076652 3.719184 -1.0 2.9 -1.4
H 1.897629 -1.587505 2.388260 -0.6 -0.9 -0.3
H 2.666737 -3.023559 3.103965 0.2 0.1 -0.1
H 2.055690 0.172452 2.898864 -0.5 1.1 0.3
H 2.849533 0.772508 4.419714 -0.1 -0.4 -0.4
C -0.721422 -0.609174 5.632471 -2.4 0.6 1.8
O -1.478254 -0.729966 6.578984 -0.1 -0.8 1.7
N -0.837213 -1.241717 4.533856 -1.5 -4.7 -4.7
N 0.202468 0.285695 5.535656 3.3 3.9 1.3
H -0.486074 -0.981624 3.623279 0.5 0.3 0.1
H -1.386803 -2.089063 4.527272 -0.2 0.5 0.1
H 0.429236 0.736250 6.410688 0.0 0.5 -0.6
H 0.517145 0.613969 4.633821 0.3 -0.2 0.5
C -2.524757 0.350647 -5.020113 -0.7 -1.0 -2.5
O -2.206127 -0.655769 -5.566609 0.6 -4.0 -0.9
N -1.653047 1.151845 -4.533053 2.7 3.5 2.6
N -3.752497 0.837434 -5.135151 -2.1 1.2 0.7
H -0.707583 0.844737 -4.354462 -0.3 0.2 -0.2
H -1.972342 2.062553 -4.235123 0.7 -0.2 0.5
H -4.445723 0.288955 -5.623729 0.1 0.4 0.3
H -3.894424 1.725364 -4.675226 -1.0 -0.4 -0.3
C -3.516154 0.830312 3.591016 -0.8 -0.1 0.8
O -4.030961 1.209700 4.585656 -1.6 1.6 3.5
N -3.496981 -0.395797 3.212942 -0.6 -6.3 -1.5
N -2.946940 1.571411 2.708356 2.3 3.9 -3.2
H -3.082286 -0.687665 2.339484 0.1 0.0 0.3
H -3.977859 -1.129980 3.712780 0.2 0.5 0.2
H -2.624149 1.136631 1.855793 0.4 0.7 0.2
H -2.776016 2.538862 2.942751 0.1 -0.3 -0.4
C 6.121242 -2.334801 -0.762701 -1.1 1.2 -3.4
O 6.061309 -1.969295 -1.967267 0.5 -0.7 1.7
N 5.124686 -2.026319 0.065562 -2.1 1.1 0.4
N 7.058822 -3.077875 -0.216550 1.2 -0.7 0.8
H 5.030627 -2.143030 1.064379 0.3 -0.1 -0.2
H 4.380360 -1.544527 -0.418120 0.0 0.0 0.4
H 7.797480 -3.467122 -0.784859 -0.1 0.1 0.6
H 6.873232 -3.197327 0.769044 1.1 -0.8 -0.2
C 0.753543 3.902851 0.884187 -4.2 -0.9 -1.0
O -0.468314 3.824748 1.117541 0.8 -0.2 -0.4
N 1.577812 4.599145 1.550900 3.7 3.3 3.9
N 1.371548 3.334886 -0.144073 -0.3 -1.8 -2.0
H 2.561102 4.469114 1.360298 -0.1 0.3 0.4
H 1.336932 5.065449 2.413823 -0.1 -0.2 -0.3
H 0.715146 2.891978 -0.771028 0.6 0.0 -0.4
H 2.295909 3.639349 -0.414198 -0.4 -0.2 -0.4
C -1.299466 -4.028249 1.375120 -0.2 0.5 -0.6
O -1.770712 -5.102917 1.433811 -2.1 -4.7 0.2
N -1.596495 -3.140197 0.461735 -2.5 1.2 -4.4
N -0.381389 -3.546913 2.124385 3.2 1.3 3.2
H -1.414683 -2.147061 0.434664 0.2 0.0 0.1
H -2.082312 -3.564605 -0.315419 -0.1 0.5 0.0
H -0.260223 -3.961010 3.037589 0.4 0.5 -0.1
H -0.302876 -2.572749 1.869572 1.3 0.6 1.5
C 2.963412 -5.141613 1.267244 2.7 -0.6 1.4
O 2.868855 -4.820516 2.404165 -0.7 0.4 4.6
N 2.340139 -4.556027 0.347747 -4.0 2.8 -4.9
N 3.926242 -5.947523 0.852953 1.6 -2.0 -0.8
H 1.595570 -3.943636 0.648878 -0.1 0.0 -0.3
H 2.376039 -4.884230 -0.606765 -0.3 0.4 0.2
H 3.915199 -6.141004 -0.138275 0.6 -0.7 0.5
H 4.309525 -6.533166 1.581110 0.2 -0.2 -0.7
C -6.090930 -3.363524 -3.686347 0.3 -1.2 -0.1
O -6.155577 -3.605043 -4.832293 -0.1 -0.2 -5.8
N -7.034764 -3.750252 -2.901347 -4.0 -1.0 3.7
N -5.030549 -2.920234 -3.096176 3.0 1.9 1.7
H -7.816322 -4.246353 -3.305263 0.3 0.2 0.3
H -6.945936 -3.627896 -1.902730 -0.5 -0.3 -0.2
H -4.321330 -2.572560 -3.725648 0.3 0.1 0.7
H -5.093523 -2.781391 -2.097748 0.9 0.4 -0.4
```
Positions in Å, forces in eV/Å.

Gap between HOMO and LUMO, eV: 7.6063
E_HOMO, eV: -6.4874
Net charge: -1
E_tot, hartree: -3309.4994
Energy above the lowest of the compared OMol25 structures with the same formula, charge and spin, kJ/mol: 681.1



# C21H26DyN7O6S2

A molecular structure, C21H26DyN7O6S2 in a non-equilibrium geometry (ωB97M-V/def2-TZVPD, the Open Molecules 2025 dataset).

Structure (XYZ):
```
63
Properties=species:S:1:pos:R:3:forces:R:3
Dy -0.502437 -0.289392 -0.083152 0.0 -1.0 -0.6
C -3.528997 -3.112418 1.012725 -0.1 0.0 0.0
C -3.708421 -1.641199 0.922092 0.2 -0.1 0.0
N -2.776156 -0.757766 0.600971 -0.1 0.3 0.0
C -3.378975 0.495819 0.683511 0.0 0.0 0.1
C -4.679707 0.341636 1.073221 0.1 0.2 -0.1
N -4.858729 -1.006264 1.196855 0.0 0.0 0.1
C -5.853005 1.235818 1.351773 0.1 -0.3 0.0
O -5.643577 2.527677 1.326906 -0.3 0.3 0.1
O -6.908516 0.716925 1.591461 0.0 0.0 0.0
C -2.603751 1.738710 0.412105 -0.8 0.1 0.3
O -3.022200 2.821646 0.778849 0.2 0.0 -0.2
O -1.463431 1.563417 -0.203153 -0.3 0.9 -0.1
H -2.608340 -3.418102 0.521884 0.0 0.0 0.0
H -4.359519 -3.630582 0.533669 0.0 0.0 0.0
H -3.496040 -3.423612 2.058056 0.0 0.0 0.0
H -5.747449 -1.407561 1.470630 0.0 0.0 0.0
H -4.701038 2.771397 1.196570 0.1 -0.1 -0.1
S -1.049929 -1.595076 -2.431286 -0.2 -0.2 -0.2
C -1.025589 -0.300602 -3.532095 -0.1 0.3 0.0
N -1.071507 1.014622 -3.239729 0.0 0.0 -0.3
C -1.094893 1.836048 -4.462279 0.0 0.1 0.1
C -0.846351 0.803225 -5.575280 0.0 0.0 -0.1
N -0.922811 -0.460083 -4.842472 0.1 0.0 -0.1
H -1.515449 1.366068 -2.405011 0.1 -0.1 0.2
H -0.315556 2.594040 -4.418950 0.0 0.0 0.0
H -2.054079 2.340848 -4.571024 0.0 -0.1 0.0
H 0.136851 0.922156 -6.030298 0.0 0.0 0.0
H -1.593782 0.838935 -6.364964 0.0 0.0 0.0
H -0.810236 -1.363943 -5.270513 0.0 0.0 0.1
N 0.020484 2.491702 2.398287 0.0 0.0 0.1
C 0.285706 1.253439 2.833929 0.2 -0.1 0.1
N 0.063924 0.161991 2.129981 0.1 0.1 0.5
C 0.506513 -0.978020 2.806975 0.0 -0.1 0.3
C 0.374808 -2.286094 2.347003 0.0 0.3 0.0
C 0.880158 -3.318129 3.115957 -0.1 0.0 0.0
C 1.511599 -3.052973 4.330253 0.0 0.0 0.0
C 1.630607 -1.758836 4.808314 0.0 0.0 0.1
C 1.107627 -0.728580 4.041523 -0.1 0.0 -0.2
S 1.060014 0.991265 4.375721 0.0 -0.1 -0.1
H -0.486850 2.621703 1.533972 0.0 0.0 0.0
H 0.012337 3.257084 3.052385 0.0 0.0 0.0
H -0.122731 -2.489978 1.397079 0.1 -0.2 0.2
H 0.778978 -4.341660 2.781946 0.0 0.0 0.0
H 1.912096 -3.874341 4.907886 0.0 0.0 0.0
H 2.119901 -1.560658 5.752506 0.0 0.0 0.0
O 1.467255 1.094477 -0.597626 0.0 -0.1 0.1
C 2.144194 0.057603 -0.342398 0.5 0.5 -0.1
O 1.636367 -1.075079 -0.223051 0.6 -0.4 0.2
C 3.658638 0.223096 -0.172234 -0.3 -0.5 -0.1
N 3.995220 1.666292 -0.445778 -0.2 0.1 0.0
C 4.899235 1.708775 -1.646318 0.4 -0.2 -0.3
C 5.604947 0.361946 -1.594653 -0.1 0.0 0.0
C 4.482730 -0.594930 -1.181957 0.1 0.1 0.0
H 3.920870 -0.032866 0.853438 0.0 0.1 0.0
H 4.443017 2.107988 0.354101 0.0 0.0 0.0
H 3.081862 2.123923 -0.607478 0.1 0.1 0.0
H 5.564714 2.566152 -1.594300 -0.1 0.1 0.1
H 4.278528 1.788924 -2.536969 -0.1 0.0 0.1
H 6.400242 0.371289 -0.847050 0.0 0.0 0.0
H 6.049592 0.102414 -2.552293 0.0 0.0 0.0
H 4.854807 -1.514783 -0.739907 0.0 0.0 0.0
H 3.866231 -0.865524 -2.040317 0.0 0.0 0.0
```
Positions in Å, forces in eV/Å.

Gap between HOMO and LUMO (alpha / beta), eV: 8.8095 / 8.8147
Multiplicity: 6
E_HOMO (alpha / beta), eV: -13.7549 / -13.7571
Net charge: +2
E_tot, hartree: -3331.8235
Energy above the lowest of the compared OMol25 structures with the same formula, charge and spin, kJ/mol: 18.4



# C3H2FeLiO3

A molecular structure, C3H2FeLiO3 in a non-equilibrium geometry (ωB97M-V/def2-TZVPD, the Open Molecules 2025 dataset).

Structure (XYZ):
```
10
Properties=species:S:1:pos:R:3:forces:R:3
C -1.955070 -0.077641 0.261587 0.4 0.0 1.7
O -3.073055 0.254981 -0.278979 -0.9 0.5 -0.7
H -0.616947 1.002467 -1.101425 0.1 -0.2 -0.3
Li -4.364239 -0.876986 0.131580 0.8 0.5 0.0
C -0.718409 0.312111 -0.262140 -0.5 -0.5 -2.0
O 0.316061 -0.644226 -0.137965 0.2 0.7 1.2
C 1.518962 -0.417289 -0.644693 -0.8 0.3 -0.1
O 1.697931 0.622021 -1.338836 0.1 0.2 0.1
Fe 3.420089 -0.368225 -1.325031 0.5 -0.1 -0.1
H -1.418031 0.775937 1.082333 0.1 -1.4 0.3
```
Positions in Å, forces in eV/Å.

Gap between HOMO and LUMO (alpha / beta), eV: 5.5789 / 5.5995
Multiplicity: 6
E_HOMO (alpha / beta), eV: -6.5179 / -6.5376
Net charge: 0
E_tot, hartree: -1612.2217
Energy above the lowest of the compared OMol25 structures with the same formula, charge and spin, kJ/mol: 252.0



# C4H5N

A single C4H5N molecule in a non-equilibrium geometry (ωB97M-V/def2-TZVPD, the Open Molecules 2025 dataset).

Structure (XYZ):
```
10
Properties=species:S:1:pos:R:3:forces:R:3
C -0.018335 0.908297 1.062811 0.1 0.5 1.5
C 0.166041 0.227080 -0.054758 -0.8 -0.8 -1.9
C 0.061790 -0.514609 1.235351 -0.3 0.3 -1.9
C 0.012561 0.407823 -1.729791 4.7 -1.9 5.1
N -0.098981 -1.543839 1.933225 0.0 1.2 1.5
H -0.216141 1.873258 1.581096 0.2 -0.8 -0.7
H 0.406841 1.407171 -1.669974 -0.5 0.5 -1.5
H -0.954127 0.102980 -1.830065 -2.7 0.0 -1.0
H 0.727029 -0.407648 -2.079623 -0.9 1.5 -0.1
H -0.086678 -2.460512 1.551729 0.2 -0.4 -1.0
```
Positions in Å, forces in eV/Å.

Gap between HOMO and LUMO, eV: 9.4294
E_HOMO, eV: -8.5544
Net charge: 0
E_tot, hartree: -210.0252
SMILES string: [H]/N=c1/cc1C
Energy above the lowest of the compared OMol25 structures with the same formula, charge and spin, kJ/mol: 363.8



# C5H14NOS

2 unconnected molecules or ions with the total composition C5H14NOS (ωB97M-V/def2-TZVPD, the Open Molecules 2025 dataset).

Structure (XYZ):
```
22
Properties=species:S:1:pos:R:3:forces:R:3
C 0.539918 -2.016255 0.427903 0.0 0.0 0.4
N 0.518176 -0.576468 0.710648 -0.1 0.0 -0.1
C 0.291544 0.273803 -0.477324 -0.1 -0.2 0.3
C 0.389432 1.736471 -0.060929 0.2 0.1 -0.4
S 0.509862 2.893086 -1.489832 0.1 -0.2 0.2
C -1.059932 -0.036789 -1.126194 0.1 -0.5 0.1
C 1.278992 -2.797779 1.515889 0.1 0.4 -0.1
H -0.489490 -2.382389 0.400079 0.1 -0.1 -0.2
H 1.004404 -2.227365 -0.542846 0.0 0.0 -0.2
H 1.432977 -0.335734 1.075838 -0.1 0.0 0.1
H 1.069076 0.073818 -1.222884 0.2 0.1 -0.1
H -0.501762 2.016178 0.495822 -0.2 -0.2 0.3
H 1.226619 1.800794 0.643517 0.1 0.3 -0.2
H -1.744109 0.794199 -1.030108 -0.2 0.3 0.0
H -1.498197 -0.913110 -0.644248 -0.1 0.1 -0.1
H -0.940569 -0.262669 -2.184958 -0.1 0.1 -0.1
H 2.162917 -2.252608 1.871166 0.1 -0.1 -0.1
H 0.668376 -2.966732 2.409498 -0.1 0.0 -0.1
H 1.636223 -3.761848 1.142273 -0.1 -0.1 0.1
H -1.664877 3.383761 -1.200607 0.2 0.4 0.0
H -2.350270 3.734908 0.121457 0.0 0.0 -0.4
O -2.479308 3.822728 -0.834159 -0.2 -0.3 0.3
```
Positions in Å, forces in eV/Å.

Gap between HOMO and LUMO (alpha / beta), eV: 2.1159 / 6.4142
Multiplicity: 2
E_HOMO (alpha / beta), eV: 3.6417 / -0.6756
Net charge: -2
E_tot, hartree: -726.9867
Energy above the lowest of the compared OMol25 structures with the same formula, charge and spin, kJ/mol: 0.0